[1]
DFT (ωB97M-V/def2-TZVPD) results for an isolated ion of composition C2H7IN3S and charge +1.

E_HOMO: -13.077 eV
SMILES: CS[C@@H]([NH3+])/N=N/I
LUMO energy: -4.72 eV
Net charge: +1
Maximum force: 4.7 eV Å⁻¹

Geometry as XYZ:
```
14
C2H7IN3S | OMol25 | ωB97M-V/def2-TZVPD
C -1.3088 0.2386 1.7346
C 0.3070 0.2670 -0.7625
N 0.3493 -1.1120 -0.8421
N -0.6916 -1.7709 -0.4720
N 1.6774 0.9592 -1.1052
S 0.2132 0.9175 1.0229
I -0.7393 -3.7387 -0.5620
H -2.0499 1.1373 1.9655
H -1.0742 -0.3178 2.7319
H -1.7838 -0.4312 1.0077
H -0.4551 0.7936 -1.3387
H 2.2266 0.9891 -0.1808
H 1.3234 1.8799 -1.4976
H 2.0058 0.1884 -1.7019
```

[2]
DFT (ωB97M-V/def2-TZVPD) results for C5H10NO2P in the gas phase.

E_HOMO: -9.675 eV
SMILES: [H]/N=C(/C(C)=O)P(C)(C)=O
LUMO energy: -0.31 eV
Maximum force: 5.3 eV Å⁻¹

Geometry as XYZ:
```
19
C5H10NO2P | OMol25 | ωB97M-V/def2-TZVPD
C 1.5118 -0.0899 -0.2102
C 0.3493 -1.0951 -0.1393
C 2.8091 -0.7266 0.2405
C -1.1939 0.9382 1.2252
C -1.6573 0.6171 -1.4915
N 0.4893 -2.3250 -0.2762
O 1.2600 1.0772 -0.3361
O -2.4765 -1.3485 0.2024
P -1.3461 -0.4083 -0.0113
H 2.9877 -1.4863 -0.4578
H 2.6082 -1.0121 1.2003
H 3.7190 0.0515 0.3333
H -2.1224 1.3121 1.3357
H -0.9617 0.5663 2.1777
H -0.5230 1.5873 0.8724
H -2.3080 1.3956 -1.2513
H -0.8519 1.2593 -1.7800
H -2.0698 -0.1539 -2.2957
H -0.4474 -2.8700 -0.1962
```

[3]
DFT (ωB97M-V/def2-TZVPD) results for C6H8 as an isolated structure.

E_HOMO (alpha / beta): -5.231 / -9.225 eV
LUMO energy (alpha / beta): 1.19 / -1.39 eV
Maximum force: 4.7 eV Å⁻¹
Spin multiplicity: 3

Geometry as XYZ:
```
14
C6H8 | OMol25 | ωB97M-V/def2-TZVPD
C 0.2796 2.0852 -0.0550
C -0.5054 1.1920 0.7431
C 1.0220 1.1913 -1.0663
C -0.0911 0.2380 -0.7177
C 0.1220 -0.5653 0.4498
C -0.8709 -1.5480 0.9688
H 0.1115 3.1140 -0.3074
H 0.8998 1.4780 -2.1445
H 2.0760 0.9372 -0.7443
H -1.1605 0.2716 -1.2274
H 1.1638 -0.8373 0.7364
H -1.5406 -0.8230 1.5006
H -0.2605 -2.2737 1.5398
H -1.5252 -2.1074 0.1667
```

[4]
DFT (ωB97M-V/def2-TZVPD) results for CH5N3 in the gas phase.

E_HOMO: -8.698 eV
SMILES: N=C(N)N
LUMO energy: 0.82 eV
Maximum force: 3.1 eV Å⁻¹

Geometry as XYZ:
```
9
CH5N3 | OMol25 | ωB97M-V/def2-TZVPD
C -0.0335 0.2803 -0.0200
H 1.9367 -0.3789 -0.3610
H 0.8186 -1.6441 0.3026
H -1.5136 -1.2117 0.0404
H -2.0382 0.4437 0.1562
H 1.0571 1.8373 0.0342
N 0.9775 -0.6353 -0.0251
N -1.3048 -0.2474 -0.1119
N 0.1001 1.5561 -0.0153
```

[5]
DFT (ωB97M-V/def2-TZVPD) results for C4H2F8N2 in the gas phase.

E_HOMO: -10.199 eV
SMILES: C=C(F)[C@@](F)(N(F)F)N(F)C(F)(F)F
LUMO energy: -0.67 eV
Maximum force: 4.5 eV Å⁻¹

Geometry as XYZ:
```
16
C4H2F8N2 | OMol25 | ωB97M-V/def2-TZVPD
C 0.0656 -0.6508 -0.4312
C -0.1561 0.4786 -1.0703
C 0.5385 1.7787 -0.9817
C 3.3168 0.3697 -1.6802
N 0.5316 2.4886 0.2540
N 2.2805 1.3885 -1.2354
F -1.2404 0.5162 -1.8240
F 0.1855 2.5240 -2.0202
F 2.8756 -0.8533 -1.5762
F 3.8327 0.7039 -2.8610
F 1.0381 3.8045 0.0250
F -0.7980 2.7086 0.6686
F 4.2820 0.4640 -0.7906
F 2.8975 2.6369 -1.4502
H -0.6276 -1.5311 -0.6755
H 0.6899 -0.8227 0.4585
```

[6]
DFT (ωB97M-V/def2-TZVPD) results for a 16-piece molecular cluster, C5H38O16 overall.

E_HOMO (alpha / beta): -13.758 / -13.720 eV
LUMO energy (alpha / beta): -4.08 / -7.84 eV
Net charge: +1
Maximum force: 9.2 eV Å⁻¹
Spin multiplicity: 2

Geometry as XYZ:
```
59
C5H38O16 | OMol25 | ωB97M-V/def2-TZVPD
C 2.2771 0.7056 0.1942
C 2.8058 -0.4977 0.4518
C -1.4619 0.7980 0.8271
O -2.0127 0.1143 1.9223
C 0.0460 0.6103 0.9026
C 0.9278 1.0207 -0.0260
H 3.0845 1.5538 0.0624
H 2.2028 -1.4279 0.4180
H 3.8759 -0.5522 0.4172
H -1.8720 0.3200 -0.0833
H -1.8231 1.8515 1.0173
H -2.2611 -0.8471 1.7461
H 0.3057 -0.1077 1.6469
H 0.5073 1.2433 -0.9353
H 2.8036 -2.2648 2.0082
H 3.4139 -3.1436 2.9404
O 3.6209 -2.3842 2.4843
H -0.0033 3.4440 0.2876
H -0.7338 4.4008 -0.6402
O -0.0550 3.6750 -0.6554
H -1.1631 -0.5336 -2.8255
H -1.6384 -1.1163 -1.5251
O -1.9715 -0.4315 -2.3062
H -0.6901 -2.7021 -0.7753
H 0.6651 -1.7340 -1.1086
O 0.3089 -2.4170 -0.6356
H 2.0288 3.3741 -1.9793
H 0.5548 3.0331 -2.1800
O 1.3824 2.9435 -2.6584
H -1.2111 -2.9070 1.6938
H -2.1226 -3.5191 2.8079
O -2.0502 -3.1832 1.8789
H 2.1363 2.0190 3.8313
H 2.1566 1.0341 2.6447
O 2.0601 2.0492 2.8776
H -2.2547 2.5949 -1.0808
H -2.5767 1.3799 -1.9966
O -2.8427 1.8354 -1.1786
H 0.8521 3.3053 2.1713
H 1.0727 4.6360 1.9233
O 0.3857 3.9523 1.8730
H 1.1868 -0.2693 -3.4426
H 0.4453 -1.6132 -3.5823
O 0.5411 -0.9283 -2.9973
H -2.9439 -2.7814 -1.7800
H -2.5395 -3.8309 -0.7202
O -2.2237 -3.0419 -1.1683
H 1.8390 1.5317 -3.5564
H 1.4352 1.1853 -5.0382
O 1.9278 0.9714 -4.2672
H -4.4355 -1.1709 -1.7828
H -3.4842 -1.0933 -2.7761
O -4.1718 -1.7436 -2.5297
H 1.0004 -1.3017 3.1365
H 0.2207 -0.1974 4.0165
O 1.0449 -0.6192 3.8513
H 0.3448 -2.3454 0.8791
H 0.7869 -3.3507 2.2235
O 0.4641 -2.5321 1.9892
```

So what do the calculations give for energy relative to the best compared isomer or geometry (same formula, charge and spin)? Going down the list: 0.934, 1.097, 4.054, 0.547, 1.583, 4.380 eV.